Below is C26H28N6O4PRhS3 as an isolated structure, with properties calculated with wB97M-V/def2-TZVPD.

Element x y z (Å)
1 Rh -0.078 -0.781 1.552
2 N 3.519 -2.689 0.077
3 C 2.460 -2.388 0.873
4 S 2.402 -0.749 1.483
5 N 1.612 -3.307 1.234
6 N 0.558 -2.880 1.903
7 C -0.334 -3.712 2.347
8 C -1.521 -3.183 2.922
9 C -2.558 -3.999 3.411
10 C -3.733 -3.431 3.839
11 C -3.859 -2.041 3.809
12 C -2.782 -1.295 3.365
13 N -1.648 -1.832 2.939
14 H 3.772 -1.910 -0.515
15 H 3.405 -3.553 -0.436
16 H -0.194 -4.782 2.236
17 H -2.415 -5.072 3.407
18 H -4.555 -4.046 4.181
19 H -4.779 -1.562 4.109
20 H -2.835 -0.212 3.343
21 C -1.848 4.842 1.943
22 C -0.907 4.446 3.069
23 O 0.354 4.043 2.537
24 P 0.795 2.506 2.329
25 S 2.342 2.654 1.133
26 S -0.921 1.487 1.899
27 O 1.172 2.191 3.878
28 C 1.228 0.935 4.540
29 C 2.638 0.641 5.014
30 H -2.726 5.350 2.344
31 H -2.163 3.958 1.392
32 H -1.330 5.511 1.256
33 H -1.343 3.640 3.666
34 H -0.697 5.302 3.715
35 H 0.868 0.128 3.890
36 H 0.547 1.008 5.395
37 H 3.322 0.628 4.168
38 H 2.663 -0.337 5.496
39 H 2.962 1.406 5.722
40 O -2.181 -0.840 -0.185
41 C -1.254 -0.742 -0.984
42 N -1.378 -0.412 -2.313
43 C -0.071 -0.206 -2.905
44 C 0.850 -0.724 -1.732
45 O 2.051 -0.868 -1.850
46 N 0.060 -0.994 -0.678
47 C 0.167 1.266 -3.191
48 C 0.732 2.099 -2.232
49 C 0.891 3.452 -2.484
50 C 0.476 3.990 -3.693
51 C -0.095 3.166 -4.653
52 C -0.251 1.812 -4.403
53 C 0.219 -1.107 -4.083
54 C 1.433 -0.966 -4.754
55 C 1.775 -1.848 -5.766
56 C 0.914 -2.878 -6.117
57 C -0.294 -3.021 -5.453
58 C -0.636 -2.145 -4.432
59 H -2.198 0.062 -2.650
60 H 1.073 1.697 -1.285
61 H 1.346 4.076 -1.726
62 H 0.598 5.048 -3.890
63 H -0.419 3.579 -5.601
64 H -0.694 1.170 -5.156
65 H 2.110 -0.176 -4.460
66 H 2.724 -1.736 -6.274
67 H 1.191 -3.572 -6.901
68 H -0.967 -3.826 -5.721
69 H -1.565 -2.269 -3.893

Energy (eV): -89355.84303
Expectation value of S²: 0.76
Charge: -1
Relative energy (zero: lowest compared OMol25 entry of this formula, charge and spin) (kJ/mol): 42.9
Spin multiplicity: 2

---

Below is the molecule C27H30FN5O2, with properties calculated with wB97M-V/def2-TZVPD.

Element x y z (Å)
1 C 0.153 3.025 -1.084
2 N 0.303 1.984 -0.102
3 C -0.719 1.554 0.717
4 C -2.066 2.153 0.766
5 O -2.333 3.287 0.387
6 N -2.977 1.353 1.363
7 C -4.342 1.773 1.561
8 C -5.255 1.461 0.372
9 C -5.315 -0.034 0.058
10 N -4.034 -0.554 -0.387
11 C -3.694 -0.198 -1.748
12 C -2.187 -0.403 -1.958
13 N -1.733 -1.502 -1.136
14 C -0.385 -1.766 -1.026
15 C 0.566 -1.156 -1.853
16 C 1.915 -1.433 -1.741
17 C 2.377 -2.324 -0.790
18 C 1.470 -2.912 0.075
19 C 0.129 -2.623 -0.040
20 F -0.709 -3.203 0.858
21 C -2.737 -2.532 -1.010
22 C -3.919 -1.992 -0.194
23 C -0.231 0.576 1.558
24 C 1.127 0.414 1.247
25 C 2.105 -0.422 1.894
26 O 1.876 -1.168 2.829
27 N 3.392 -0.284 1.382
28 C 4.418 -1.062 2.045
29 C 3.715 0.496 0.290
30 C 5.024 0.489 -0.206
31 C 5.377 1.232 -1.311
32 C 4.429 2.006 -1.963
33 C 3.137 2.040 -1.489
34 C 2.750 1.310 -0.360
35 C 1.430 1.286 0.197
36 H -0.817 3.499 -0.934
37 H 0.928 3.781 -0.953
38 H 0.203 2.619 -2.097
39 H -2.799 0.361 1.385
40 H -4.324 2.855 1.721
41 H -4.721 1.283 2.462
42 H -6.263 1.809 0.605
43 H -4.901 2.021 -0.493
44 H -5.588 -0.571 0.971
45 H -6.106 -0.222 -0.689
46 H -3.931 0.852 -1.920
47 H -4.273 -0.792 -2.478
48 H -1.996 -0.578 -3.029
49 H -1.649 0.496 -1.647
50 H 0.242 -0.467 -2.616
51 H 2.611 -0.951 -2.412
52 H 3.428 -2.554 -0.718
53 H 1.787 -3.580 0.860
54 H -3.080 -2.828 -2.014
55 H -2.335 -3.420 -0.532
56 H -3.754 -2.177 0.871
57 H -4.837 -2.524 -0.499
58 H -0.751 0.056 2.335
59 H 3.932 -1.568 2.879
60 H 4.840 -1.812 1.375
61 H 5.209 -0.416 2.427
62 H 5.781 -0.110 0.269
63 H 6.395 1.202 -1.671
64 H 4.699 2.578 -2.838
65 H 2.413 2.634 -2.017

Energy (eV): -42750.63252
SMILES: Cn1c(C(=O)NCCCN2CCN(c3ccccc3F)CC2)cc2c(=O)n(C)c3ccccc3c21

---

Below is C6H10O as an isolated structure, with properties calculated with wB97M-V/def2-TZVPD.

Element x y z (Å)
1 C -1.124 -0.750 1.980
2 C -0.188 -0.370 0.888
3 O 0.300 -1.254 0.010
4 C 1.160 -0.243 -0.524
5 C 0.757 0.016 -1.980
6 C -0.401 0.839 -1.395
7 C 0.157 0.799 0.091
8 H -2.146 -0.863 1.592
9 H -0.816 -1.694 2.435
10 H -1.135 0.025 2.751
11 H 1.505 -0.240 1.584
12 H 1.978 -0.259 0.833
13 H 0.489 -0.872 -2.555
14 H 1.498 0.609 -2.519
15 H -0.442 1.872 -1.743
16 H -1.386 0.379 -1.497
17 H 0.415 1.751 0.551

Energy (eV): -8425.84800
Relative energy (zero: lowest compared OMol25 entry of this formula, charge and spin) (kJ/mol): 520.3

---

Below is C3H5NSSi as an isolated structure, with properties calculated with wB97M-V/def2-TZVPD.

Element x y z (Å)
1 C -1.506 1.236 0.110
2 C -2.135 0.034 0.057
3 C 0.487 0.107 -0.213
4 N -0.178 1.130 -0.010
5 Si 2.210 -0.632 0.021
6 S -1.340 -1.417 -0.066
7 H -1.997 2.124 0.014
8 H -3.135 0.124 0.017
9 H 2.720 -1.102 -1.346
10 H 1.962 -1.908 0.489
11 H 2.911 0.304 0.926

Energy (eV): -23389.34242
Expectation value of S²: 2.01
Relative energy (zero: lowest compared OMol25 entry of this formula, charge and spin) (kJ/mol): 84.4
Spin multiplicity: 3